This record from the Open Molecules 2025 dataset describes a structure of composition C35H43N8RhSi at a distorted geometry. The level of theory is the ωB97M-V functional and the def2-TZVPD basis.

As for the spin multiplicity: 5. For the largest force on an atom, the calculation gives 3.74 eV Å⁻¹. As for the expectation value of S²: 6.009. The energy above the lowest of the compared OMol25 structures with the same formula, charge and spin is 80.35 kJ/mol. As for the total charge: +2. As for the HOMO energy (spin up / spin down): -12.906 / -12.903 eV. As for the orbital gap (spin up / spin down): 8.025 / 6.347 eV.

Geometry (Å):
Rh (-0.401, -19.816, 12.596)
Si (-2.747, -18.046, 10.001)
N (1.402, -16.887, 15.031)
N (-2.391, -20.114, 13.800)
N (-1.583, -20.699, 10.724)
N (-0.150, -18.033, 14.011)
N (-1.952, -22.408, 14.068)
N (1.473, -19.218, 11.661)
N (0.216, -21.345, 14.116)
N (3.549, -18.656, 10.452)
C (-2.611, -18.661, 5.916)
C (0.750, -17.594, 16.064)
C (-4.168, -21.575, 14.572)
C (-0.774, -20.362, 9.570)
C (-0.341, -22.716, 8.894)
C (0.333, -21.388, 9.357)
C (-0.549, -22.439, 14.445)
C (-2.498, -17.885, 8.159)
C (1.525, -21.276, 14.497)
C (-4.739, -16.458, 11.286)
C (-6.888, -18.188, 10.619)
C (-5.591, -18.461, 10.135)
C (-3.183, -19.031, 13.959)
C (-2.979, -18.820, 7.225)
C (-1.752, -22.902, 9.482)
C (-1.184, -16.834, 6.428)
C (-2.814, -21.301, 14.205)
C (0.817, -17.130, 13.879)
C (-0.015, -23.464, 15.136)
C (4.555, -19.621, 10.268)
C (-4.940, -20.396, 14.738)
C (-1.642, -16.945, 7.745)
C (-4.464, -19.174, 14.418)
C (3.747, -17.239, 10.268)
C (-1.790, -17.614, 5.491)
C (-2.839, -19.909, 10.632)
C (-1.823, -22.161, 10.827)
C (2.080, -22.322, 15.203)
C (1.328, -23.442, 15.542)
C (-7.137, -17.107, 11.413)
C (-4.531, -17.554, 10.439)
C (-1.525, -17.222, 11.020)
C (-6.029, -16.227, 11.762)
C (-0.187, -18.284, 15.358)
C (2.494, -19.016, 11.130)
H (2.856, -16.704, 9.903)
H (-2.562, -22.535, 8.754)
H (-8.142, -16.905, 11.616)
H (-0.536, -15.980, 6.063)
H (-0.415, -22.649, 7.836)
H (4.904, -19.694, 9.237)
H (-3.433, -19.937, 11.563)
H (-6.143, -15.401, 12.408)
H (-1.714, -17.582, 4.413)
H (-1.736, -16.329, 11.597)
H (-0.645, -24.252, 15.485)
H (-2.466, -23.224, 14.380)
H (-1.017, -18.866, 15.781)
H (-3.914, -15.812, 11.522)
H (-7.628, -19.005, 10.472)
H (-0.550, -17.594, 10.781)
H (-1.240, -16.263, 8.526)
H (-1.952, -23.943, 9.644)
H (-5.070, -18.367, 14.507)
H (4.515, -17.124, 9.504)
H (2.246, -16.430, 15.196)
H (-3.468, -20.447, 9.931)
H (-0.310, -19.385, 9.704)
H (-3.745, -19.522, 7.399)
H (1.001, -21.065, 8.570)
H (-2.639, -18.079, 13.604)
H (5.398, -19.415, 10.980)
H (4.017, -16.741, 11.241)
H (1.013, -17.429, 17.092)
H (-4.591, -22.519, 15.025)
H (-2.970, -19.375, 5.095)
H (-5.430, -19.341, 9.616)
H (0.322, -23.598, 9.114)
H (-2.768, -22.268, 11.385)
H (-6.021, -20.442, 15.022)
H (1.731, -24.255, 16.149)
H (0.989, -21.453, 10.190)
H (-1.281, -20.262, 8.650)
H (-1.070, -22.605, 11.504)
H (2.071, -20.367, 14.196)
H (4.067, -20.547, 10.389)
H (3.157, -22.132, 15.508)
H (1.244, -16.938, 12.946)

Atomic partial charges in e from the Mulliken method, atoms 1 to 6:
1. Rh 1.1652
2. Si 0.3465
3. N -0.0748
4. N 1.7656
5. N 1.9286
6. N 0.1644